Molecular formula: C19H47BN2OP
Method: DFT, ωB97M-V with the def2-TZVPD basis set

Element x y z (Å)
P 0.9039 3.7588 -0.2118
O -0.5311 3.9071 -1.0829
N 0.9140 5.1442 0.8398
N -0.3536 1.1973 0.5279
C -0.7844 -1.0175 5.0122
C -2.5657 1.0460 8.9600
C -2.1130 -0.5343 5.5863
C -0.9086 -0.3261 -6.1582
C 1.6288 -3.5726 -8.6313
C -1.1195 1.4512 6.8937
C -0.1458 0.6775 -0.8097
C -1.0629 -1.7143 -6.7739
C -0.1491 2.9133 2.4319
C 1.0863 -0.2409 -1.0366
C -0.1241 -2.7544 -6.1650
C 1.8933 -2.5110 -1.8464
C -1.2311 0.7884 8.2661
C -2.1372 0.9692 5.8597
C 1.3655 -2.4612 -6.3477
C 0.7419 -1.4702 -1.8908
C 2.0639 1.7326 1.5377
C 1.8241 -2.3098 -7.7967
C 2.2272 0.6607 2.3587
B 0.5925 2.2861 1.0610
H -0.5543 -0.4957 4.0815
H 1.5091 -0.5747 -0.0916
H -3.4017 0.6408 8.3882
H -1.0234 0.0668 -1.0706
H -1.0939 -0.3535 -5.0830
H -0.1088 1.2988 6.5075
H -2.3479 -1.0939 6.4980
H -1.0598 3.4727 2.1870
H -0.1693 -1.8998 -1.4746
H 1.1889 5.9553 0.3001
H -0.4639 2.0546 3.0387
H -1.9540 1.5030 4.9231
H -0.4252 1.1686 8.9003
H -0.0322 5.3260 1.1661
H 1.8288 0.3416 -1.5882
H -0.3590 -3.7363 -6.5872
H 0.0412 -0.8487 5.7056
H 2.7817 -2.0248 -1.4523
H 0.5761 -3.8502 -8.7021
H 0.5313 3.5250 3.0223
H 1.9972 -3.4264 -9.6482
H 2.0553 -2.9123 -2.8448
H -2.5873 0.5794 9.9469
H 1.9356 -3.2691 -5.8776
H -2.7332 2.1171 9.0934
H -2.0925 -2.0526 -6.6288
H 2.8451 -0.2007 2.1074
H -0.9123 -1.6561 -7.8562
H -0.8197 -2.0876 4.7994
H 1.3064 -1.4725 -8.2725
H -0.4209 0.4313 1.1858
H -1.0664 -0.2892 8.1790
H -0.1189 1.4776 -1.5476
H -1.6183 0.3745 -6.6005
H -1.2332 2.5333 7.0120
H 0.5972 -1.1489 -2.9231
H 1.5894 -3.3103 -1.1728
H 0.0915 0.0791 -6.3177
H -2.9097 -0.7661 4.8744
H 2.1729 -4.4137 -8.1961
H -3.1454 1.2557 6.1758
H 2.8859 -2.0501 -7.7966
H -0.3305 -2.8320 -5.0931
H 1.7234 0.6583 3.3256
H 2.9627 2.2611 1.1894
H 1.6257 -1.5536 -5.7969
H -1.2790 3.5785 -0.5697

Calculated values
**LUMO level**: 2.591 eV
**Net charge**: -1
**Max |F|**: 0.049 Eh/bohr
**Orbital gap**: 6.2 eV
**HOMO**: -0.1313 Eh